Entry 1:
Density functional theory data (ωB97M-V/def2-TZVPD) for C16H28N4PPtS as an isolated structure.

ORCA input file:
```
! wB97M-V def2-TZVPD RIJCOSX def2/J DEFGRID3
* xyz 1 3
Pt -0.2704 -0.4990 1.3424
N -0.1989 0.6060 5.6306
C -0.0705 0.1283 4.3687
S 0.2989 1.1826 3.0571
N -0.4827 -1.1659 4.1951
N -0.3938 -1.6079 2.9625
C -0.4766 -2.9331 2.7182
C -0.5349 -3.3481 1.3789
C -0.5281 -4.7436 1.0924
C -1.1464 -5.0374 -0.1129
C -1.4231 -3.9890 -1.0671
C -1.1277 -2.6743 -0.7683
N -0.6353 -2.3407 0.4737
H -0.0489 1.5951 5.8686
H -0.5596 -0.0428 6.2912
H -0.7242 -3.5886 3.5225
H 0.0134 -5.4152 1.7747
H -1.4714 -6.0617 -0.3640
H -1.7895 -4.2604 -2.0593
H -1.1374 -1.9282 -1.5843
C 1.6600 3.2799 -1.0662
C 1.5882 2.0267 -0.1546
C 3.0110 1.3764 -0.0336
P 0.1455 0.8926 -0.5120
C -1.2977 1.9730 -0.8400
C -1.8321 2.8076 0.3377
C -2.4898 1.1279 -1.3771
C 0.5539 0.1660 -2.1755
C 0.6203 1.1356 -3.3748
C 1.7743 -0.7355 -2.1860
H 2.5998 3.7673 -0.8101
H 0.8100 3.9680 -0.8706
H 1.7869 3.1138 -2.1148
H 1.2561 2.3915 0.8314
H 3.2664 0.7452 -0.8841
H 3.0699 0.7887 0.8875
H 3.7732 2.1930 0.0537
H -0.9932 2.5580 -1.6623
H -2.6362 2.2619 0.7899
H -2.3328 3.6972 -0.0328
H -1.0939 3.1768 1.0705
H -2.7812 0.3188 -0.6941
H -2.2552 0.7438 -2.3699
H -3.4198 1.7254 -1.4829
H -0.3085 -0.4663 -2.3091
H 1.5529 1.7612 -3.3441
H -0.2529 1.7564 -3.4247
H 0.6577 0.4701 -4.2620
H 2.6434 -0.1391 -2.4780
H 1.5826 -1.5077 -2.9612
H 2.0488 -1.2505 -1.2707
*
```

Computed properties:
E_LUMO (alpha / beta): -2.67 / -5.67 eV

Entry 2:
Density functional theory data (ωB97M-V/def2-TZVPD) for a 2-piece molecular cluster, C4H8 overall.

ORCA input file:
```
! wB97M-V def2-TZVPD RIJCOSX def2/J DEFGRID3
* xyz 0 1
C 1.0760 0.4039 0.2839
C -0.2776 0.5505 0.9441
C -0.9595 -0.0993 -0.1440
C 0.2885 0.0210 -1.0028
H 1.6996 -0.4312 0.6483
H 1.7071 1.2959 0.2119
H -0.6749 -0.8705 0.7889
H -0.6081 0.8348 1.9352
H -1.0162 -1.7083 0.0193
H -2.0070 -0.0471 -0.4321
H 0.5967 -0.8654 -1.5627
H 0.1722 0.8776 -1.6727
*
```

Computed properties:
ΔE to the lowest compared entry with this formula, charge and spin: 538.3 kJ/mol
E_LUMO: 1.05 eV

Entry 3:
Density functional theory data (ωB97M-V/def2-TZVPD) for H22O13V as an isolated structure.

ORCA input file:
```
! wB97M-V def2-TZVPD RIJCOSX def2/J DEFGRID3
* xyz 1 1
O -0.4210 -0.9262 -0.7063
V -0.1412 -0.3042 0.7760
O 0.0012 1.2775 0.6075
O -0.5020 6.2955 -2.5467
H -0.5331 5.6668 -3.2679
H 0.2805 6.8193 -2.7187
O -0.4403 2.4191 -5.4055
H 0.0108 1.6616 -5.0327
H 0.1297 2.7117 -6.1167
O -0.3566 0.1349 5.9925
H -0.9182 -0.3839 6.5684
H -0.1457 0.9164 6.5034
O -1.0657 -4.5659 2.6672
H -1.5841 -4.5308 3.4711
H -0.9815 -5.5002 2.4766
O 3.5144 -0.9104 -4.5754
H 3.8038 -1.0241 -5.4807
H 3.9328 -1.6268 -4.0979
O -3.8637 5.4638 0.9206
H -3.1698 5.5702 0.2699
H -3.9374 6.3231 1.3356
O 3.5025 5.4908 2.5500
H 2.5963 5.7989 2.5506
H 3.5770 4.9658 1.7531
O 3.6309 -5.5617 -1.5556
H 2.7458 -5.7058 -1.8903
H 3.6052 -5.8939 -0.6582
O -4.3834 -6.6151 -1.9452
H -3.8185 -7.1771 -1.4149
H -3.7973 -5.9401 -2.2873
O -4.2896 0.3165 1.9878
H -5.0758 -0.1133 2.3246
H -4.5650 1.2159 1.8106
O 3.8760 -1.9084 1.6709
H 4.1988 -2.6681 1.1864
H 4.5843 -1.6918 2.2773
*
```

Computed properties:
ΔE to the lowest compared entry with this formula, charge and spin: 627.3 kJ/mol
E_LUMO: -7.84 eV

Entry 4:
Density functional theory data (ωB97M-V/def2-TZVPD) for C38H53N4OP2Zn as an isolated structure.

ORCA input file:
```
! wB97M-V def2-TZVPD RIJCOSX def2/J DEFGRID3
* xyz 1 1
C -1.4065 -1.9471 -1.7672
C 0.7870 -2.5849 -1.4687
C -1.5684 -2.7989 -2.8703
C 0.6413 -3.6076 -2.4614
C -0.5357 -3.6897 -3.1788
H -2.4935 -2.7430 -3.4386
H 1.5021 -4.2383 -2.6733
H -0.6621 -4.4103 -3.9855
N -0.3255 -1.9413 -1.0041
P -2.9103 -0.7363 0.2832
P 2.6389 -0.9922 0.0860
C -2.4648 -0.8822 -1.4747
H -2.0790 0.0909 -1.8166
H -3.3625 -1.0997 -2.0678
C 2.0792 -2.1609 -1.0931
H 2.8626 -2.8525 -1.4487
C 4.0024 -0.1736 -1.0123
C 3.3974 -1.7879 1.6708
C -3.5550 0.9807 0.5122
C -4.0850 -2.1285 0.5901
C 4.0046 1.3149 -0.6428
H 4.3149 1.4832 0.3970
H 4.7165 1.8359 -1.2995
H 3.0177 1.7691 -0.7876
C 5.3933 -0.7906 -0.8070
H 5.7874 -0.6668 0.2074
H 5.4098 -1.8543 -1.0798
H 6.0905 -0.2769 -1.4878
C 3.6724 -0.3392 -2.5041
H 4.3898 0.2563 -3.0883
H 3.7550 -1.3825 -2.8289
H 2.6674 0.0162 -2.7455
C 4.1632 -0.6863 2.4256
H 3.4978 0.1439 2.7026
H 4.5707 -1.1136 3.3539
H 5.0031 -0.2716 1.8554
C 2.2665 -2.3031 2.5779
H 1.6359 -1.4882 2.9616
H 1.6214 -3.0249 2.0611
H 2.7209 -2.8044 3.4465
C 4.2924 -2.9808 1.3276
H 5.1861 -2.7087 0.7593
H 4.6345 -3.4316 2.2716
H 3.7369 -3.7453 0.7700
C -4.6594 -1.9726 2.0066
H -5.2656 -2.8646 2.2239
H -3.8641 -1.9147 2.7594
H -5.3152 -1.0965 2.1002
C -3.3095 -3.4567 0.4967
H -2.9658 -3.6535 -0.5265
H -2.4518 -3.4808 1.1742
H -3.9974 -4.2661 0.7854
C -5.2254 -2.1884 -0.4450
H -5.8626 -3.0457 -0.1857
H -5.8561 -1.2942 -0.4417
H -4.8503 -2.3527 -1.4625
C -2.6904 1.9898 -0.2774
H -2.8807 1.9378 -1.3582
H -2.9480 3.0073 0.0543
H -1.6149 1.8477 -0.1065
C -3.4934 1.3519 2.0039
H -2.4607 1.3681 2.3722
H -3.9103 2.3659 2.1115
H -4.0880 0.6738 2.6293
C -5.0039 1.0836 0.0005
H -5.0861 0.8005 -1.0579
H -5.7054 0.4835 0.5932
H -5.3219 2.1327 0.0858
Zn 0.4307 -0.1565 0.8976
C -1.4329 -1.0008 1.4044
O -1.3899 -1.6807 2.4200
N 0.5804 0.6853 -0.8245
C 0.7815 0.8590 -1.9773
C 0.7002 1.7261 -3.1281
C 0.4143 3.0917 -2.9277
C 0.9240 1.2465 -4.4329
C 0.4498 3.9818 -4.0030
H 0.1813 3.4500 -1.9201
C 0.9620 2.1461 -5.5022
H 1.0678 0.1760 -4.5867
C 0.7416 3.5128 -5.2884
H 0.2565 5.0436 -3.8361
H 1.1726 1.7787 -6.5069
H 0.7928 4.2146 -6.1238
N 0.3354 1.6579 4.6998
C 0.3977 0.6138 3.8504
N 0.4753 1.0522 2.5898
C 0.4534 2.4523 2.6279
C 0.3150 3.3927 1.5998
C 0.0462 4.7208 1.9667
C -0.0444 5.0969 3.3175
C 0.1080 4.1523 4.3441
C 0.3648 2.8444 3.9616
H 0.2626 1.5902 5.7097
H 0.3511 -0.4179 4.1810
H 0.4143 3.0575 0.5661
H -0.0902 5.4758 1.1904
H -0.2386 6.1421 3.5631
H 0.0319 4.3912 5.4050
*
```

Computed properties:
ΔE to the lowest compared entry with this formula, charge and spin: 152.5 kJ/mol
E_LUMO: -2.54 eV

Entry 5:
Density functional theory data (ωB97M-V/def2-TZVPD) for a 2-piece molecular cluster, CH5N2O3S overall.

ORCA input file:
```
! wB97M-V def2-TZVPD RIJCOSX def2/J DEFGRID3
* xyz -1 1
C -2.5444 -1.0746 -0.7260
N -0.3896 -0.5352 -0.6904
N -1.5344 -0.3642 -1.1422
O 3.1789 1.5396 1.4996
O 1.9384 -1.2798 -1.2934
O 1.6523 1.0597 -0.7115
S 1.1467 -0.0675 -1.5432
H -2.2291 -1.7457 0.0930
H -3.5313 -0.9141 -1.2159
H 2.7442 1.0305 0.8036
H 2.5618 2.1843 1.6078
H -0.3284 -1.4548 -0.1225
*
```

Computed properties:
ΔE to the lowest compared entry with this formula, charge and spin: 141.3 kJ/mol
E_LUMO: 4.01 eV

Entry 6:
Density functional theory data (ωB97M-V/def2-TZVPD) for the molecule C8H9N3OS.

ORCA input file:
```
! wB97M-V def2-TZVPD RIJCOSX def2/J DEFGRID3
* xyz 0 1
C -2.7218 0.6254 1.2222
C -3.1048 -0.6486 0.6644
C -1.7459 1.3554 0.7016
C -2.1174 -1.3169 0.0282
C -0.7290 0.7630 -0.0950
C -0.9679 -0.5991 -0.3885
C 1.0736 1.0800 -1.6063
C 1.7762 -1.2589 2.0297
N 0.2265 1.5373 -0.6606
N 1.9826 1.7314 -2.1974
N 1.1216 -0.4466 -1.7453
O 1.2372 -1.8890 0.8468
S 0.3291 -1.5279 -0.8334
H -3.3603 1.0449 2.0204
H -4.0902 -1.0938 0.9648
H -1.4265 2.3114 1.0496
H -2.3303 -2.3401 -0.1808
H 1.3948 -0.1060 2.2031
H 1.4629 -1.8807 2.8872
H 2.9284 -1.3519 1.9667
H 2.6982 1.1881 -2.6543
H 1.8495 -0.6649 -2.3695
*
```

Computed properties:
ΔE to the lowest compared entry with this formula, charge and spin: 467.1 kJ/mol
E_LUMO (alpha / beta): -0.92 / -0.92 eV

Entry 7:
Density functional theory data (ωB97M-V/def2-TZVPD) for C2H6NiO13S4 as an isolated structure.

ORCA input file:
```
! wB97M-V def2-TZVPD RIJCOSX def2/J DEFGRID3
* xyz -3 4
Ni -0.8127 0.6710 0.0232
S 0.2940 -0.8064 2.6017
O -0.8626 -1.6153 2.3691
O 0.1810 0.0115 3.7968
O 1.5370 -1.6129 2.8429
O 0.4048 0.0910 1.4624
S -2.3852 -0.6197 -1.5747
O -2.2096 0.8110 -1.3738
O -1.2698 -1.1137 -0.6358
O -3.6382 -1.0873 -0.9167
O -2.2991 -1.0579 -2.9408
S -2.6859 1.9019 1.4669
O -3.8805 2.4043 0.7476
O -1.4885 2.3142 0.7987
O -2.8311 2.2795 2.9047
O -2.6223 0.4620 1.3689
C 2.0247 -1.4384 -0.6453
S 1.5572 -0.1951 -1.8696
O 0.7332 0.9259 -1.3153
C 3.2078 0.5663 -2.0125
H 2.8716 -1.9186 -1.1354
H 1.2615 -2.1985 -0.4782
H 2.2967 -0.9754 0.3032
H 3.3802 0.8965 -0.9881
H 3.3066 1.5161 -2.5381
H 3.9292 -0.2119 -2.2615
*
```

Computed properties:
E_LUMO (alpha / beta): 6.10 / 6.08 eV

Entry 8:
Density functional theory data (ωB97M-V/def2-TZVPD) for C25H22Cl3IrN4O3S as an isolated structure.

ORCA input file:
```
! wB97M-V def2-TZVPD RIJCOSX def2/J DEFGRID3
* xyz 1 6
Ir -0.2303 -0.2403 0.0458
O 0.2032 -2.1486 -1.1076
C 0.2695 -2.2919 -2.3505
C 1.0922 -3.3626 -2.8653
C 1.2654 -3.5425 -4.2051
C 0.6109 -2.6975 -5.1160
C -0.2296 -1.6813 -4.6639
C -0.4207 -1.4405 -3.3170
C -1.4008 -0.4251 -2.9477
N -1.6124 -0.0118 -1.7641
C -2.7878 0.8295 -1.5165
C -2.6381 1.6048 -0.2092
N -2.1175 0.6790 0.7819
C -2.5426 0.6696 1.9848
C -2.1326 -0.3080 2.9702
C -2.5371 -0.1193 4.2912
C -2.2488 -1.0498 5.2716
C -1.5757 -2.2359 4.9397
C -1.2015 -2.4826 3.6486
C -1.4379 -1.5257 2.6123
O -1.0479 -1.7936 1.4338
H 1.5777 -3.9874 -2.1288
H 1.9028 -4.3340 -4.5736
H 0.7467 -2.8442 -6.1781
H -0.7518 -1.0678 -5.3871
H -2.0156 -0.0563 -3.7743
H -3.6365 0.1447 -1.4301
H -2.9787 1.5074 -2.3528
H -3.5983 2.0300 0.0950
H -1.9040 2.4007 -0.3297
H -3.2876 1.4036 2.3067
H -3.0958 0.7732 4.5481
H -2.5600 -0.8736 6.2915
H -1.3626 -2.9606 5.7130
H -0.6853 -3.3880 3.3632
Cl 3.9815 4.5556 -3.9579
C 2.8782 3.7550 -2.8869
C 3.0381 2.4063 -2.6179
C 2.1466 1.7906 -1.7595
Cl 2.3517 0.0921 -1.4102
C 1.0688 2.4495 -1.1358
O 0.2280 1.8883 -0.3216
C 0.9691 3.8234 -1.4568
Cl -0.3282 4.7315 -0.7330
C 1.8422 4.4711 -2.3059
H 3.8446 1.8444 -3.0649
H 1.7159 5.5238 -2.5140
S 1.3814 -0.0519 2.0656
C 1.5137 1.6449 2.1557
N 2.5104 2.3594 1.6444
C 2.3042 3.7965 1.7915
C 1.0384 3.8590 2.6775
N 0.6577 2.4533 2.7755
H 3.1789 1.9427 1.0189
H 2.1414 4.2628 0.8197
H 3.1642 4.2604 2.2719
H 0.2460 4.4411 2.2076
H 1.2484 4.2740 3.6635
H -0.1104 2.0884 3.3092
*
```

Computed properties:
E_LUMO (alpha / beta): -2.92 / -5.76 eV